A 2-piece molecular cluster, C8H13Cl2NO2 overall, computed with ωB97M-V with the def2-TZVPD basis set.

Positions of all 26 atoms, in Å:
C  -2.56136  -0.24608  -0.14910
C  -1.58393  -0.33168  -1.33919
C  -1.87067  0.09382  1.18247
C  -0.76043  -1.59509  -1.07020
C  -0.84649  -1.00480  1.48991
C  -0.11044  -1.42098  0.22027
C  1.20150  -1.50325  0.43861
C  3.23552  0.98382  -0.60627
N  3.05269  1.15471  0.64470
O  2.08488  1.60902  1.25436
O  4.16377  0.86223  1.50144
Cl  2.21829  -1.96243  -0.93120
Cl  4.69744  0.55054  -1.19140
H  -3.35412  0.55389  -0.38430
H  -3.22967  -1.20089  -0.14277
H  -2.07535  -0.42804  -2.23126
H  -0.93906  0.57636  -1.28486
H  -1.36130  1.01523  1.33946
H  -2.55206  0.18831  2.01923
H  -1.50160  -2.46721  -1.28250
H  -0.07328  -1.84491  -1.88631
H  -0.11493  -0.58725  2.18401
H  -1.42617  -1.81457  1.99520
H  3.89009  1.27838  2.28535
H  1.74983  -1.36600  1.35312
H  2.32259  1.11778  -1.11712

- net charge = 0
- orbital gap (hartree) = 0.3530
- SMILES = [O-]/[N+](O)=C/Cl.ClC=C1CCCCC1



A 10-piece molecular cluster, H20O10 overall, computed with ωB97M-V with the def2-TZVPD basis set.

Positions of all 30 atoms, in Å:
H  0.09034  0.80664  -0.18703
H  0.36158  0.38378  1.24743
H  1.17465  4.43286  -1.13985
H  1.98185  5.11502  -2.23215
H  2.96262  0.03678  -2.81693
H  2.64523  -1.02307  -1.77480
H  2.64045  -2.53193  -0.46069
H  3.73589  -3.57988  -0.35176
H  -3.88796  -0.03347  2.70051
H  -4.11942  0.15150  1.20979
H  2.74189  2.02990  4.39211
H  3.04712  0.91825  3.40160
H  -3.10103  -0.14442  -2.44903
H  -2.91373  0.99697  -1.46304
H  -1.88329  1.43490  0.69399
H  -2.03941  -0.05338  0.95987
H  -0.77385  -0.93543  -3.30794
H  -1.17984  -1.43064  -1.92954
H  0.31742  -2.44563  1.88405
H  1.12120  -3.11977  0.78427
O  0.72993  0.90743  0.52694
O  1.10461  5.09872  -1.83318
O  2.25154  -0.53532  -2.50699
O  2.93121  -3.27380  0.08160
O  -4.55151  -0.16012  2.01302
O  3.03318  1.87829  3.48593
O  -3.29131  0.11351  -1.54005
O  -1.90325  0.78861  1.40876
O  -0.97255  -1.74136  -2.81806
O  0.30293  -3.20208  1.28692

- net charge = 0
- orbital gap (hartree) = 0.3945
- SMILES = O.O.O.O.O.O.O.O.O.O



One molecule with the formula C5H8O3, computed with ωB97M-V with the def2-TZVPD basis set.

Positions of all 16 atoms, in Å:
C  -0.73247  -0.08101  -0.91793
C  -1.52718  0.04240  0.55120
C  0.52027  -0.18726  1.25972
C  1.12394  0.87307  0.53499
C  0.64889  -0.25714  -0.18738
H  -0.00581  1.60690  -2.05171
H  -1.04057  -0.90826  -1.42411
H  -2.45924  -0.39412  0.50299
H  -1.74576  1.13676  0.89666
H  1.34524  -0.90266  1.62950
H  0.73252  1.83635  0.23671
H  2.27371  0.69941  1.04910
H  1.41405  -2.09066  -1.06633
O  -1.04296  1.15484  -1.68670
O  -0.66963  -0.52333  1.64856
O  1.62324  -1.04702  -0.86390

- net charge = 0
- orbital gap (hartree) = 0.3441
- SMILES = O[C@@H]1CO[C@@H]2C[C@]12O



One molecule with the formula C6H15NO, computed with ωB97M-V with the def2-TZVPD basis set.

Positions of all 23 atoms, in Å:
C  -0.97875  0.33536  -0.05256
C  1.47333  -0.80290  0.11389
C  -0.17642  -0.87957  0.30597
C  -1.16876  0.53123  -1.55261
C  2.15266  0.44804  -0.42237
C  -2.48748  0.00508  0.62976
N  2.07606  -1.15542  1.40346
O  -0.49975  1.49887  0.57629
H  -1.05614  2.24286  0.28993
H  1.76015  -1.61340  -0.56861
H  3.09243  -1.16783  1.34938
H  1.74968  -0.46358  2.08314
H  -0.39392  -1.18459  1.33556
H  -0.49587  -1.73362  -0.29872
H  -0.21942  0.78020  -2.03368
H  -1.57220  -0.37132  -2.02145
H  -1.87344  1.34044  -1.77236
H  1.84405  0.69131  -1.44294
H  3.23880  0.31341  -0.50943
H  2.02373  1.30677  0.24537
H  -3.14884  0.84339  0.38804
H  -2.91669  -0.91895  0.23315
H  -2.42322  -0.04577  1.72077

- net charge = 0
- orbital gap (hartree) = 0.3595
- SMILES = C[C@@H](N)CC(C)(C)O



C35H26Cl2N8O4Rb as an isolated structure, computed with ωB97M-V with the def2-TZVPD basis set.

Positions of all 76 atoms, in Å:
Rb  -0.15448  -0.25277  -0.03455
Cl  -1.89304  -1.06155  -7.51152
C  -0.99265  -0.97389  -6.02539
C  -1.65781  -0.72588  -4.83881
C  -0.99459  -0.67314  -3.61153
N  -1.75279  -0.50939  -2.44549
C  -2.55654  0.50322  -2.33544
O  -2.60268  1.55671  -3.06927
C  -3.57938  0.43262  -1.23943
C  -4.76832  1.14377  -1.40010
C  -5.74933  1.03772  -0.43197
C  -5.50400  0.24279  0.67940
C  -4.27984  -0.40045  0.76522
N  -3.33485  -0.31667  -0.16544
C  0.39851  -0.92883  -3.57519
C  1.05495  -1.13480  -4.79500
C  0.38179  -1.15510  -6.00115
Cl  1.28101  -1.41004  -7.46965
N  1.10955  -0.89283  -2.38113
C  1.95223  -1.88917  -2.13621
O  2.11827  -2.95693  -2.75031
C  2.86036  -1.69401  -0.93600
C  4.21314  -1.43658  -1.17412
C  5.08176  -1.37864  -0.10273
C  4.57931  -1.59036  1.17652
C  3.22509  -1.83533  1.31272
N  2.37825  -1.89360  0.28793
H  -2.72767  -0.56761  -4.85706
H  -4.89062  1.75975  -2.27910
H  -6.68708  1.56947  -0.53384
H  -6.24058  0.13037  1.46416
H  -4.04245  -1.01854  1.62768
H  2.12106  -1.31123  -4.78343
H  4.55456  -1.30189  -2.19211
H  6.13582  -1.17934  -0.25593
H  5.22356  -1.55844  2.04558
H  2.78809  -1.98665  2.29551
C  -2.72961  -3.79715  2.13349
C  -2.99184  -3.47629  3.45496
C  -2.17793  -2.55910  4.10091
C  -1.11567  -1.99235  3.39850
N  -0.87655  -2.29480  2.12379
C  -1.65987  -3.16776  1.50891
C  -0.18726  -1.01487  4.03027
C  0.02326  -0.98247  5.40804
C  0.90506  -0.04377  5.91719
C  1.55649  0.81578  5.05097
C  1.30307  0.70372  3.68254
N  0.44492  -0.18987  3.20321
C  2.00406  1.54801  2.67980
C  2.43202  2.83919  2.97072
C  3.07349  3.56209  1.97718
C  3.28006  2.97312  0.74401
C  2.81522  1.67926  0.54990
N  2.19350  0.98577  1.48914
H  -3.34519  -4.50658  1.59763
H  -3.82498  -3.92787  3.97877
H  -2.38294  -2.27615  5.12434
H  -1.41703  -3.37249  0.47099
H  -0.46523  -1.68825  6.06546
H  1.09697  0.00445  6.98160
H  2.26823  1.53727  5.42710
H  2.23321  3.28392  3.93674
H  3.38877  4.58100  2.16035
H  3.75403  3.51717  -0.06085
H  2.94682  1.17052  -0.40039
N  -0.07490  2.33139  -2.94329
C  -0.01968  3.74359  -2.53177
C  0.29581  3.76113  -0.98512
O  0.52584  4.85522  -0.47212
O  0.28742  2.60502  -0.47778
H  0.60870  2.03893  -3.63132
H  -1.09834  2.01253  -3.21802
H  0.13117  1.86973  -2.01963
H  -0.98851  4.21541  -2.68629
H  0.73882  4.31278  -3.06275

- net charge = -1
- orbital gap (hartree) = 0.2285



A 8-piece molecular cluster, C5H27NO7S overall, computed with ωB97M-V with the def2-TZVPD basis set.

Positions of all 41 atoms, in Å:
C  -0.55168  -0.27520  -1.42249
C  -1.55082  -1.24247  -0.51261
C  -2.96359  -0.75746  -0.60637
S  -4.09708  -1.33729  -1.92907
C  -0.49417  1.14471  -0.84110
N  0.87549  1.24137  -0.23758
C  1.10018  2.40444  0.66160
H  0.30727  -0.88018  -1.64291
H  -1.16636  -0.28121  -2.35594
H  -1.40048  -2.26631  -0.92442
H  -1.21778  -1.13659  0.52537
H  -3.17248  0.31804  -0.50214
H  -3.49449  -1.16196  0.24184
H  -3.49010  -2.37122  -2.52390
H  -1.37204  1.51949  -0.22923
H  -0.43931  1.96430  -1.62017
H  0.95208  0.34388  0.22739
H  0.11359  2.47697  1.14482
H  1.75022  2.15623  1.52388
H  1.43236  3.18649  0.01798
H  1.54488  2.69841  -2.45456
H  0.69183  3.87045  -1.72618
O  1.48311  3.62426  -2.20266
H  1.24287  -2.66464  -0.34869
H  0.21737  -3.15281  0.89529
O  1.00923  -2.71702  0.58541
H  1.43619  -1.64893  2.19152
H  2.44768  -0.88948  2.96939
O  1.48749  -0.97011  2.88641
H  2.38852  0.27106  -1.07526
H  3.04653  0.41035  -2.30334
O  2.88356  -0.33217  -1.68282
H  -0.65195  -1.81312  3.22215
H  -2.00410  -1.71193  3.89254
O  -1.43945  -2.32795  3.41565
H  -1.19033  2.63270  3.21792
H  -0.73519  4.08473  3.09212
O  -1.44845  3.53771  3.43389
H  1.91717  -1.93090  -2.33621
H  2.71065  -3.12973  -2.50728
O  1.84160  -2.88692  -2.16025

- net charge = 0
- orbital gap (hartree) = 0.3370
- SMILES = CNCCCCS.O.O.O.O.O.O.O



One molecule with the formula C3H9N3, computed with ωB97M-V with the def2-TZVPD basis set.

Positions of all 15 atoms, in Å:
C  -0.61483  -0.87574  2.59473
C  0.71350  -0.82640  -1.31162
C  0.83971  1.63002  -1.02033
N  -0.18732  -0.72155  1.24337
N  -0.30010  0.39139  0.69204
N  0.19684  0.39139  -0.72045
H  -1.74684  -1.09015  2.63461
H  -0.39692  0.05921  3.03422
H  -0.19640  -1.79178  2.99615
H  1.55741  -1.28529  -0.64966
H  -0.05769  -1.54536  -1.57173
H  1.20576  -0.43848  -2.14385
H  1.84720  1.53460  -0.95658
H  0.70811  2.02190  -2.03587
H  0.56607  2.38345  -0.13803

- net charge = 0
- orbital gap (hartree) = 0.3551
- SMILES = C/N=N/N(C)C



These records have energy relative to the best compared isomer or geometry (same formula, charge and spin) values of 1.3 88.0 143.4 33.3 7.7 64.9 79.2 kcal per mole, in the order they appear.